#P
The following is a quantum chemistry calculation of a cluster of 2 separate species, C8H8 in total, from the OMol25 dataset.

The calculation puts the molar mass at 104.2 u. The LUMO energy is 0.980 eV.

Last column: Löwdin charge in e.
Atoms and positions in Å:
C  0.447  1.473  0.348  -0.125
C  0.967  1.059  -0.885  -0.105
C  1.590  -0.225  -1.091  -0.126
C  1.463  -1.181  -0.151  -0.118
C  0.717  -0.893  1.043  -0.099
C  0.350  0.434  1.304  -0.166
H  0.071  2.539  0.375  0.122
H  1.239  1.814  -1.803  0.145
H  1.842  -0.631  -2.100  0.113
H  1.632  -2.267  -0.292  0.109
H  0.532  -1.760  1.672  0.097
H  0.254  0.623  2.478  0.145
C  -2.485  0.092  0.196  -0.002
C  -2.968  -0.379  -0.791  0.001
H  -2.088  0.471  1.017  -0.039
H  -3.563  -1.168  -1.320  0.049

#Q
The following is a quantum chemistry calculation of the molecule C8H8, from the OMol25 dataset.

The calculation puts the molar mass at 104.2 u. The LUMO energy is -0.229 eV.

Last column: Löwdin charge in e.
Atoms and positions in Å:
C  -0.226  -1.309  -1.021  -0.082
C  -0.605  -1.504  0.234  -0.173
C  2.441  0.351  0.557  0.190
C  1.501  0.070  -0.146  -0.155
C  -0.617  1.004  -0.431  -0.162
C  -0.856  0.646  1.006  -0.243
C  0.413  0.019  -1.086  -0.319
C  -0.078  -0.616  1.262  0.062
H  -0.197  -2.054  -1.796  0.104
H  -1.249  -2.261  0.630  0.109
H  3.024  0.289  1.412  0.038
H  -1.460  1.216  -1.079  0.119
H  -0.139  1.937  -0.312  0.099
H  -0.698  1.371  1.807  0.101
H  -1.943  0.473  1.122  0.131
H  0.689  0.370  -2.160  0.180

So which one wins? Going from most stable to least: #P, #Q.

#P
The following is a quantum chemistry calculation of the molecule C8H8, from the OMol25 dataset.

The calculation puts the molar mass at 104.2 u. The LUMO energy is 1.171 eV.

Last column: Löwdin charge in e.
Atoms and positions in Å:
C  -0.026  1.703  0.114  -0.061
C  0.839  1.139  -0.744  -0.063
C  1.179  -0.192  -0.305  -0.152
C  0.809  -1.487  -0.969  -0.065
C  -0.264  -1.213  0.050  -0.133
C  -1.418  -0.280  0.162  -0.078
C  -0.515  0.667  1.068  -0.202
C  0.544  -0.442  1.054  -0.140
H  -0.477  2.675  0.030  0.100
H  1.257  1.594  -1.625  0.103
H  0.563  -1.448  -2.029  0.109
H  1.430  -2.348  -0.730  0.097
H  -2.216  -0.712  0.762  0.111
H  -1.835  0.156  -0.749  0.115
H  -0.948  1.013  2.001  0.131
H  1.079  -0.826  1.911  0.128

#Q
The following is a quantum chemistry calculation of a cluster of 2 separate species, C8H8 in total, from the OMol25 dataset.

The calculation puts the molar mass at 104.2 u. The LUMO energy is 0.957 eV.

Last column: Löwdin charge in e.
Atoms and positions in Å:
C  -0.574  -0.397  -0.353  -0.134
C  -0.366  0.183  -1.618  -0.046
C  0.802  0.847  -1.807  -0.096
C  1.771  0.859  -0.805  -0.106
C  1.617  0.182  0.353  -0.074
C  0.395  -0.506  0.598  -0.131
H  -1.407  -0.901  -0.414  0.037
H  -1.080  0.292  -2.398  0.102
H  0.874  1.408  -2.639  0.066
H  2.628  1.558  -0.986  0.120
H  2.321  0.253  1.224  0.122
H  0.239  -0.883  1.619  0.078
C  -1.560  -1.233  1.629  -0.062
C  -2.109  -0.228  2.087  0.085
H  -0.890  -1.947  1.143  0.071
H  -2.661  0.513  2.368  -0.032

#R
The following is a quantum chemistry calculation of the molecule C8H8, from the OMol25 dataset.

The calculation puts the molar mass at 104.2 u. The LUMO energy (spin up / spin down) is -1.081 / -1.081 eV.

Last column: Löwdin charge in e.
Atoms and positions in Å:
C  0.101  -1.175  -2.189  -0.204
C  0.644  -0.087  -2.512  0.109
C  0.000  -1.627  -0.969  -0.166
C  -0.109  -0.926  0.202  -0.183
C  0.836  -2.079  0.198  0.035
C  -0.336  0.397  0.293  -0.236
C  -1.245  1.201  -0.665  -0.014
C  0.336  1.076  1.455  -0.053
H  0.431  -2.918  0.879  0.143
H  1.812  -1.825  0.233  0.071
H  -1.317  0.520  -1.565  0.074
H  -0.654  2.090  -0.664  0.078
H  -2.110  1.366  -0.084  0.071
H  -0.155  1.945  1.918  0.080
H  1.218  1.606  1.102  0.087
H  0.550  0.435  2.370  0.108

So which one wins? Going from most stable to least: #P, #Q, #R.

#P
The following is a quantum chemistry calculation of a structure of composition C30H30AsBrN2O2STc, from the OMol25 dataset.

As for the multiplicity: 2. The calculation puts the molar mass at 735.5 u. The LUMO energy (spin up / spin down) is -1.466 / -1.244 eV.

Last column: Mulliken spin population.
Atoms and positions in Å:
Tc  -0.515  -0.046  0.396  1.112
Br  -0.615  3.211  1.725  0.003
C  -1.280  2.916  -0.024  0.007
C  -1.844  3.960  -0.719  -0.003
C  -2.239  3.755  -2.041  0.003
C  -1.956  2.531  -2.620  0.000
C  -1.399  1.531  -1.848  0.000
N  -1.119  1.677  -0.521  -0.022
C  -0.957  0.219  -2.435  0.004
O  -1.076  -0.017  -3.620  0.016
O  -0.401  -0.551  -1.560  -0.010
H  -1.982  4.911  -0.229  0.000
H  -2.719  4.543  -2.596  0.000
H  -2.164  2.310  -3.654  0.000
C  -2.338  -7.656  1.797  0.000
C  -1.517  -6.544  1.223  0.000
C  -0.193  -6.733  0.859  0.000
C  0.580  -5.704  0.342  -0.002
C  1.946  -6.061  -0.166  0.000
C  0.040  -4.414  0.238  0.005
As  1.221  -2.912  -0.331  -0.004
N  0.855  -1.390  0.679  -0.079
C  1.904  -0.507  0.844  0.052
C  1.927  0.274  2.025  -0.058
C  2.866  1.269  2.199  -0.013
C  3.832  1.494  1.229  0.021
C  3.852  0.708  0.085  0.001
C  2.910  -0.280  -0.112  0.052
C  2.884  -3.381  0.684  0.003
C  4.084  -3.534  -0.013  -0.006
C  4.175  -3.492  -1.511  0.002
C  5.261  -3.800  0.675  0.004
C  5.282  -3.927  2.050  -0.003
C  6.555  -4.216  2.785  0.001
C  4.080  -3.799  2.731  0.002
C  2.884  -3.536  2.076  0.000
C  1.629  -3.501  2.894  0.003
C  -1.335  -4.259  0.438  -0.015
C  -2.057  -3.018  0.032  0.032
C  -2.081  -5.305  0.964  0.000
H  -1.771  -8.582  1.831  0.000
H  -3.234  -7.816  1.200  0.000
H  -2.651  -7.406  2.809  0.000
H  0.250  -7.716  0.949  0.000
H  1.930  -7.078  -0.554  0.000
H  2.692  -6.015  0.626  0.000
H  2.235  -5.390  -0.976  0.000
H  1.205  0.055  2.804  0.001
H  2.841  1.868  3.098  -0.001
H  4.569  2.270  1.371  0.002
H  4.607  0.870  -0.672  0.000
H  2.897  -0.854  -1.033  0.000
H  3.207  -3.268  -1.964  0.000
H  4.511  -4.461  -1.880  0.000
H  4.899  -2.743  -1.826  0.000
H  6.175  -3.925  0.110  0.001
H  7.389  -4.307  2.093  0.000
H  6.469  -5.144  3.351  0.000
H  6.776  -3.414  3.488  0.000
H  4.071  -3.926  3.804  0.000
H  1.870  -3.379  3.947  -0.001
H  1.090  -4.442  2.780  0.000
H  0.965  -2.690  2.593  0.003
H  -1.520  -2.504  -0.768  -0.004
H  -2.183  -2.346  0.884  -0.019
H  -3.051  -3.270  -0.333  -0.001
H  -3.135  -5.152  1.143  0.000
S  -2.008  -0.102  1.982  -0.090

#Q
The following is a quantum chemistry calculation of a structure of composition C30H30AsBrN2O2STc, from the OMol25 dataset.

As for the multiplicity: 2. The calculation puts the molar mass at 735.5 u. The LUMO energy (spin up / spin down) is -0.889 / -0.736 eV.

Last column: Mulliken spin population.
Atoms and positions in Å:
Tc  -0.124  -1.013  0.030  0.855
Br  -1.069  -4.521  -0.044  0.003
C  -1.935  -3.371  -1.239  0.004
C  -2.870  -3.891  -2.124  0.000
C  -3.518  -3.024  -2.981  0.001
C  -3.243  -1.666  -2.926  -0.001
C  -2.306  -1.239  -2.013  -0.005
N  -1.648  -2.076  -1.203  0.002
C  -1.996  0.230  -1.825  0.008
O  -2.588  1.049  -2.483  0.009
O  -1.120  0.474  -0.893  0.018
H  -3.075  -4.951  -2.124  0.000
H  -4.250  -3.409  -3.681  0.000
H  -3.727  -0.931  -3.554  0.000
C  -5.290  -1.609  5.904  0.000
C  -3.947  -1.553  5.228  -0.001
C  -2.783  -1.874  5.901  -0.001
C  -1.529  -1.819  5.290  0.001
C  -0.347  -2.243  6.132  0.002
C  -1.428  -1.398  3.955  0.022
As  0.426  -1.410  3.253  -0.047
N  0.441  -0.260  1.695  0.027
C  1.333  0.860  1.656  0.001
C  0.855  2.112  1.281  -0.008
C  1.714  3.201  1.234  0.001
C  3.055  3.052  1.562  0.001
C  3.536  1.798  1.914  0.002
C  2.686  0.703  1.948  -0.001
C  1.202  -0.105  4.496  0.019
C  2.431  -0.430  5.076  -0.002
C  3.187  -1.712  4.811  -0.002
C  3.028  0.468  5.963  -0.003
C  2.443  1.680  6.277  0.000
C  3.103  2.652  7.218  0.000
C  1.222  1.989  5.685  -0.003
C  0.584  1.125  4.807  0.000
C  -0.752  1.568  4.260  -0.004
C  -2.610  -1.143  3.240  0.002
C  -2.628  -0.809  1.774  -0.022
C  -3.836  -1.211  3.886  0.005
H  -5.188  -1.831  6.967  0.000
H  -5.925  -2.380  5.461  0.000
H  -5.820  -0.659  5.808  0.000
H  -2.840  -2.190  6.939  0.000
H  -0.687  -2.909  6.926  0.000
H  0.155  -1.392  6.593  0.000
H  0.408  -2.786  5.559  0.001
H  -0.189  2.218  1.008  -0.001
H  1.331  4.171  0.937  0.000
H  3.724  3.904  1.532  0.000
H  4.585  1.665  2.154  0.000
H  3.073  -0.279  2.198  0.003
H  2.790  -2.293  3.984  0.000
H  3.173  -2.355  5.696  0.000
H  4.234  -1.494  4.592  0.000
H  3.986  0.209  6.405  0.000
H  4.055  2.267  7.585  0.000
H  2.468  2.858  8.082  0.000
H  3.294  3.607  6.722  0.000
H  0.751  2.942  5.910  0.000
H  -0.800  2.657  4.245  0.000
H  -1.569  1.201  4.886  0.000
H  -0.930  1.211  3.251  0.003
H  -2.075  -1.591  1.228  0.021
H  -2.216  0.175  1.558  0.002
H  -3.644  -0.837  1.377  -0.002
H  -4.737  -0.995  3.317  -0.001
S  1.570  -1.653  -0.939  0.089

So which one wins? Going from most stable to least: #Q, #P.

#P
The following is a quantum chemistry calculation of a cluster of 2 separate species, C3H7NO2S in total, from the OMol25 dataset.

The calculation puts the molar mass at 121.2 u. The LUMO energy is 0.838 eV.

Last column: Löwdin charge in e.
Atoms and positions in Å:
C  -0.968  -0.220  -2.043  -0.175
C  -1.051  1.182  -1.630  -0.174
C  1.048  -1.222  1.879  -0.146
N  0.120  0.868  -1.999  0.058
O  -0.904  0.045  0.642  -0.466
O  1.156  1.219  1.308  -0.293
S  0.508  -0.104  0.481  0.898
H  -1.002  -0.988  -1.325  0.034
H  -1.277  -0.413  -3.063  0.081
H  -1.740  1.841  -1.403  0.066
H  0.196  -1.285  2.462  0.032
H  1.238  -2.105  1.438  -0.001
H  1.937  -0.819  2.295  0.046
H  0.739  2.001  0.958  0.039

#Q
The following is a quantum chemistry calculation of the molecule C3H7NO2S, from the OMol25 dataset.

The calculation puts the molar mass at 121.2 u. The LUMO energy is 0.661 eV.

Last column: Löwdin charge in e.
Atoms and positions in Å:
O  -0.579  -1.847  1.291  0.078
C  0.507  -1.321  1.187  -0.627
O  1.642  -2.042  1.425  0.094
N  0.770  -0.063  0.807  0.075
C  -0.346  0.765  0.347  -0.232
C  -0.576  0.522  -1.148  -0.502
S  -1.497  1.942  -1.956  0.663
H  1.287  -2.928  1.590  0.120
H  1.722  0.180  0.615  0.146
H  -0.275  1.834  0.530  0.100
H  -1.202  0.381  0.895  0.116
H  -1.325  -0.259  -1.268  0.057
H  0.280  0.332  -1.782  0.068
H  -0.410  2.503  -2.532  -0.156

So which one wins? Going from most stable to least: #Q, #P.